{
  "formula": "C18H48O6",
  "method": "ωB97M-V/def2-TZVPD",
  "symbols": ["C", "C", "C", "O", "H", "H", "H", "H", "H", "H", "H", "H", "C", "C", "C", "O", "H", "H", "H", "H", "H", "H", "H", "H", "C", "C", "C", "O", "H", "H", "H", "H", "H", "H", "H", "H", "C", "C", "C", "O", "H", "H", "H", "H", "H", "H", "H", "H", "C", "C", "C", "O", "H", "H", "H", "H", "H", "H", "H", "H", "C", "C", "C", "O", "H", "H", "H", "H", "H", "H", "H", "H"],
  "xyz": [[-5.477821, -1.920999, 0.575392], [-4.761705, -2.810436, -0.418688], [-5.687857, -3.215184, -1.548963], [-3.644028, -2.054084, -0.931081], [-6.083093, -1.185395, 0.047389], [-4.803836, -1.463537, 1.298601], [-6.156208, -2.524738, 1.189197], [-4.365343, -3.709231, 0.062689], [-5.193714, -3.919173, -2.223383], [-6.052638, -2.365548, -2.121108], [-6.538362, -3.759868, -1.122687], [-3.070067, -2.673927, -1.407001], [5.822614, 1.124646, -1.931610], [5.509733, 1.839887, -0.618710], [4.256717, 1.311146, 0.029061], [6.565008, 1.637646, 0.341268], [5.727848, 0.038024, -1.877660], [6.860301, 1.300861, -2.235264], [5.183625, 1.506813, -2.730916], [5.415669, 2.905543, -0.857946], [4.432566, 0.271637, 0.318872], [3.419370, 1.293447, -0.666345], [4.025259, 1.871650, 0.933617], [7.333640, 2.125201, 0.032432], [-1.424904, 5.496976, 3.523328], [-0.065776, 5.640854, 2.906638], [0.376991, 4.392232, 2.165688], [-0.176702, 6.737981, 1.965553], [-1.695800, 6.391827, 4.079678], [-1.482664, 4.640341, 4.199495], [-2.165926, 5.313370, 2.740947], [0.649173, 5.951539, 3.676700], [0.459148, 3.519336, 2.811437], [1.340985, 4.569066, 1.682441], [-0.345698, 4.231614, 1.363322], [0.710028, 7.068409, 1.797335], [2.649325, -1.651403, 1.846290], [1.445623, -1.553252, 2.772762], [1.020068, -0.114512, 3.024302], [0.341047, -2.328310, 2.324298], [2.603750, -0.897878, 1.057868], [2.690195, -2.644570, 1.401852], [3.562087, -1.480746, 2.420351], [1.685218, -1.972115, 3.754772], [1.847912, 0.508120, 3.383748], [0.294072, -0.068169, 3.840197], [0.588704, 0.333817, 2.126915], [-0.073690, -1.878632, 1.576961], [0.031402, -4.220840, -3.443486], [-0.953632, -3.319231, -2.721022], [-1.633454, -2.365920, -3.713552], [-1.952683, -4.092669, -2.027177], [-0.411836, -4.626204, -4.358542], [0.333581, -5.073756, -2.832633], [0.930768, -3.664249, -3.707876], [-0.475038, -2.724390, -1.942968], [-2.483078, -2.883635, -4.165012], [-0.961874, -2.124835, -4.543123], [-1.947458, -1.426360, -3.265937], [-2.236485, -4.818489, -2.592679], [-1.218500, 1.472185, -0.269846], [-0.706785, 0.127834, -0.755157], [0.786989, 0.136292, -1.004978], [-1.050002, -0.920178, 0.149802], [-0.999375, 1.591357, 0.791790], [-2.283669, 1.569602, -0.474761], [-0.701495, 2.284428, -0.788176], [-1.178107, -0.084455, -1.726929], [1.345986, 0.458471, -0.121967], [1.017739, 0.789765, -1.847470], [1.197651, -0.842435, -1.272743], [-2.001486, -1.072561, 0.054411]],
  "forces_ev_per_angstrom": [[-0.3, -0.6, 0.5], [0.5, 0.6, -0.3], [-0.1, -0.7, 0.2], [-0.1, 0.1, 0.2], [0.2, 0.2, 0.1], [0.2, 0.2, -0.3], [-0.1, 0.0, -0.2], [-0.1, 0.0, 0.1], [0.1, 0.1, -0.1], [0.0, 0.1, 0.1], [0.0, 0.1, -0.1], [-0.1, -0.2, 0.0], [0.3, 0.0, -0.2], [0.4, -0.4, -0.2], [0.1, -0.3, 0.1], [-0.3, 0.2, -0.3], [-0.2, 0.1, 0.2], [-0.1, 0.2, 0.0], [-0.1, -0.1, 0.0], [0.0, 0.1, 0.2], [0.1, 0.1, 0.0], [-0.1, 0.3, 0.0], [-0.2, 0.0, -0.1], [0.1, 0.0, 0.0], [-0.5, -0.3, 0.2], [0.1, 0.6, -0.3], [0.1, 0.4, -0.2], [0.1, -0.2, 0.3], [-0.1, 0.0, -0.1], [0.2, 0.1, 0.0], [0.0, 0.2, 0.0], [0.1, -0.3, 0.0], [-0.1, 0.0, 0.0], [0.1, -0.1, 0.1], [0.0, -0.3, 0.1], [0.0, 0.0, -0.1], [0.0, 0.0, 0.2], [-0.4, 0.1, 0.4], [0.1, 0.3, 0.5], [0.2, -0.1, 0.0], [0.0, -0.1, 0.0], [0.1, 0.0, 0.0], [0.1, 0.0, -0.1], [0.2, -0.2, -0.2], [0.1, -0.1, -0.3], [-0.2, -0.1, -0.3], [0.0, 0.0, 0.0], [-0.1, 0.1, -0.2], [0.1, -0.2, 0.2], [-0.3, 0.1, -0.4], [0.3, -0.2, -0.3], [0.2, 0.2, 0.1], [0.0, 0.1, 0.0], [0.0, 0.1, 0.1], [0.0, 0.0, -0.1], [0.1, -0.2, 0.1], [-0.1, 0.1, 0.1], [0.1, 0.1, 0.1], [-0.3, -0.1, 0.1], [0.0, 0.0, -0.1], [0.3, 0.2, -0.1], [0.0, -0.1, -0.6], [0.4, -0.2, 0.2], [0.1, 0.1, -0.1], [-0.2, 0.0, 0.1], [-0.1, 0.0, 0.3], [-0.1, 0.0, -0.1], [0.0, 0.0, 0.1], [-0.1, 0.2, -0.1], [0.0, 0.2, 0.1], [-0.3, -0.1, 0.1], [-0.1, -0.3, 0.1]],
  "gap_ev": 10.15,
  "e_above_lowest_kj_mol": 19.04,
  "charge": 0,
  "smiles": "CC(C)O.CC(C)O.CC(C)O.CC(C)O.CC(C)O.CC(C)O"
}

---

{
  "formula": "C17H21BN6Pt",
  "method": "ωB97M-V/def2-TZVPD",
  "symbols": ["C", "N", "N", "C", "C", "B", "N", "N", "C", "C", "C", "Pt", "N", "N", "C", "C", "C", "H", "H", "H", "H", "H", "H", "H", "H", "H", "H", "H", "C", "H", "H", "H", "C", "C", "C", "C", "C", "C", "C", "H", "H", "H", "H", "H", "H", "H"],
  "xyz": [[-1.501690, -2.504189, 1.138805], [-0.717895, -2.073963, 0.130935], [-0.340646, -3.130671, -0.655722], [-0.916616, -4.243057, -0.142746], [-1.649300, -3.874761, 0.986127], [0.625161, -2.844963, -1.852919], [-0.056640, -1.653862, -2.615598], [-0.322440, -0.493692, -1.945534], [-0.749518, 0.448946, -2.814955], [-0.777066, -0.135323, -4.072489], [-0.346798, -1.450433, -3.922196], [0.028010, -0.206574, 0.044611], [1.925786, -2.175733, -1.228563], [1.787138, -1.015521, -0.507068], [3.003668, -0.500957, -0.211548], [3.945967, -1.352764, -0.758464], [3.253019, -2.386930, -1.383537], [3.064523, 0.429671, 0.340560], [3.597606, -3.251573, -1.920036], [5.009405, -1.209359, -0.710292], [0.897550, -3.772466, -2.559344], [-0.192484, -2.246052, -4.634532], [-0.732138, -5.214612, -0.580174], [-1.048445, 0.352267, -4.991497], [-2.203323, -4.502580, 1.651512], [-0.993264, 1.448461, -2.481369], [-1.861531, -1.796251, 1.870832], [0.910144, 2.664344, -1.034231], [0.482142, 3.674775, -0.990246], [0.695679, 4.216889, -1.916810], [-0.599061, 3.583785, -0.861439], [0.908107, 4.225805, -0.143998], [0.407746, 0.621500, 1.772055], [-0.525588, 1.693669, 2.300793], [-1.792813, 1.832836, 1.749254], [-2.719513, 2.681116, 2.358464], [-2.372111, 3.392918, 3.510768], [-1.071758, 3.297067, 4.028110], [-0.145328, 2.451089, 3.424116], [0.418114, -0.254040, 2.429064], [1.434805, 0.986187, 1.711243], [-2.026906, 1.268895, 0.839735], [-3.714998, 2.761218, 1.923775], [-3.111522, 4.013288, 4.014624], [-0.782689, 3.873670, 4.911341], [0.877513, 2.371927, 3.798586]],
  "forces_ev_per_angstrom": [[0.6, -0.6, -0.8], [-0.9, -0.1, 1.2], [0.6, 0.5, -0.3], [0.0, 0.6, 0.5], [0.0, 0.0, 0.0], [-0.7, -0.5, 0.8], [-0.3, -0.1, -3.2], [-1.2, 1.8, -2.1], [0.6, -1.0, 2.2], [-0.9, 2.0, -1.3], [1.5, -3.1, 2.5], [-2.0, 1.5, -2.5], [2.1, -0.6, -0.7], [3.6, 1.4, 1.3], [-2.3, -0.2, -0.2], [2.0, 1.5, 0.9], [-3.6, -1.6, -0.9], [0.4, -0.2, -0.1], [0.3, -0.3, -0.2], [0.4, -0.2, 0.0], [-0.1, 0.3, 0.3], [-0.1, 0.0, -0.3], [-0.1, 0.0, -0.1], [-0.1, 0.1, -0.3], [-0.2, -0.4, 0.0], [0.0, 0.0, -0.1], [-0.2, -0.3, 0.1], [0.3, -0.1, -0.1], [-0.2, 0.1, 0.2], [0.0, -0.2, 0.2], [0.0, 0.2, 0.0], [-0.1, -0.2, -0.2], [0.5, -0.4, 2.2], [-0.1, -1.6, -1.2], [-0.8, 0.6, 0.1], [-0.2, -1.7, -2.4], [0.5, 0.8, 1.5], [1.2, -0.3, 0.2], [-0.1, 1.5, 1.4], [0.3, 0.5, 0.9], [0.2, 0.1, 0.3], [-0.4, 0.2, 0.3], [0.1, 0.1, 0.2], [0.1, 0.0, -0.1], [-0.2, -0.2, -0.3], [-0.3, 0.0, 0.1]],
  "spin_multiplicity": 5,
  "gap_ev": [6.51, 4.31],
  "charge": 4
}

---

{
  "formula": "C13H27N4O2",
  "method": "ωB97M-V/def2-TZVPD",
  "symbols": ["C", "C", "C", "N", "N", "C", "N", "C", "C", "C", "C", "C", "N", "H", "H", "H", "H", "H", "H", "H", "H", "H", "H", "H", "H", "H", "H", "H", "H", "H", "C", "O", "C", "C", "O", "C", "H", "H", "H", "H", "H", "H", "H", "H", "H", "H"],
  "xyz": [[0.852050, -3.673408, 1.785022], [-0.617169, -3.261805, 1.708622], [-1.005993, -2.601135, 0.391019], [-0.629718, -1.161216, 0.274347], [-1.003746, -0.408610, 1.401501], [-2.203611, -0.367489, 1.975780], [-2.119649, 0.430766, 3.026816], [-0.834333, 0.928983, 3.126416], [-0.121875, 0.404986, 2.097548], [1.298025, 0.613946, 1.694024], [2.301264, -0.295016, 2.422685], [3.497867, -0.756613, 1.626737], [2.196949, -0.629973, 3.637235], [1.128895, -4.299217, 0.933506], [1.511871, -2.806158, 1.816903], [1.035121, -4.243779, 2.698084], [-1.247410, -4.149559, 1.815800], [-0.856339, -2.626257, 2.567896], [-2.072154, -2.739578, 0.177148], [-0.453299, -3.086225, -0.418060], [-1.152270, -0.755523, -0.498428], [-3.074348, -0.905558, 1.634624], [-2.894441, 0.630456, 3.642140], [-0.526745, 1.621989, 3.891673], [1.387263, 0.463611, 0.616820], [1.554225, 1.659851, 1.891472], [3.622520, -1.834781, 1.742309], [4.398193, -0.271768, 2.011940], [3.410618, -0.518641, 0.566334], [1.357277, -0.254296, 4.078454], [0.170111, 3.537299, -4.625950], [0.325001, 3.336131, -3.228388], [-0.892259, 3.253698, -2.520304], [-1.267403, 1.819574, -2.208574], [-1.527902, 1.046407, -3.360113], [-0.427728, 0.265177, -3.792906], [1.135117, 3.340460, -5.087846], [-0.575954, 2.861484, -5.049486], [-0.119853, 4.570360, -4.838116], [-1.703403, 3.737129, -3.073810], [-0.763104, 3.792473, -1.575531], [-2.183440, 1.823455, -1.604739], [-0.464013, 1.355596, -1.616740], [-0.287193, -0.608210, -3.142648], [0.496357, 0.845627, -3.813573], [-0.653373, -0.084641, -4.797645]],
  "forces_ev_per_angstrom": [[0.0, 0.0, 0.1], [0.1, -0.1, 0.0], [0.1, 0.0, -0.1], [-0.3, -0.1, 0.2], [0.0, 0.1, 0.0], [0.1, -0.2, -0.2], [0.0, 0.1, 0.1], [-0.1, 0.1, 0.1], [0.2, 0.1, -0.1], [-0.1, -0.1, -0.2], [0.0, 0.0, 0.1], [0.0, 0.1, 0.0], [0.0, -0.1, -0.1], [0.0, 0.1, 0.1], [0.0, 0.0, -0.1], [0.0, 0.0, -0.1], [0.1, 0.1, 0.0], [-0.1, 0.0, -0.1], [0.0, 0.1, 0.1], [-0.1, 0.0, 0.0], [0.3, 0.0, -0.2], [0.0, 0.1, 0.1], [0.1, 0.1, 0.0], [-0.1, 0.0, 0.0], [-0.1, 0.0, 0.1], [0.1, -0.1, 0.0], [0.0, 0.1, 0.0], [-0.1, -0.1, 0.0], [0.0, 0.0, 0.1], [0.0, 0.0, 0.0], [0.0, 0.0, 0.0], [0.0, -0.1, 0.0], [0.1, 0.1, 0.0], [-0.1, -0.1, 0.1], [0.0, 0.0, 0.0], [0.0, 0.0, 0.0], [0.0, 0.0, 0.0], [0.0, 0.0, 0.0], [0.0, 0.0, 0.0], [0.0, 0.0, 0.0], [0.0, 0.0, 0.0], [0.0, 0.0, 0.0], [0.0, 0.0, 0.0], [0.0, 0.0, 0.0], [0.0, 0.0, 0.0], [0.0, 0.0, 0.0]],
  "gap_ev": 8.53,
  "charge": 1
}